Here is C27H30FN3O6SY as an isolated structure from the OMol25 dataset. Energies are from ωB97M-V/def2-TZVPD.

Atoms and positions in Å:
Y (0.02, 0.32, 1.20)
O (-0.17, 4.29, -0.04)
C (-0.37, 3.18, 0.38)
O (0.17, 2.08, -0.04)
C (-1.36, 2.96, 1.58)
O (-1.94, 3.91, 2.06)
O (-1.42, 1.73, 1.98)
C (2.48, -2.93, -1.48)
C (2.00, -1.50, -1.26)
C (3.15, -0.50, -1.38)
C (0.85, -1.16, -2.18)
C (1.12, -1.00, -3.54)
C (0.12, -0.67, -4.43)
C (-1.16, -0.45, -3.96)
C (-1.48, -0.59, -2.61)
C (-2.90, -0.24, -2.18)
C (-3.73, -1.44, -1.72)
C (-2.96, 0.90, -1.17)
C (-0.47, -0.99, -1.72)
N (-0.77, -1.17, -0.34)
C (-1.21, -2.42, 0.02)
C (-1.27, -3.57, -0.79)
C (-1.79, -4.76, -0.29)
C (-2.27, -4.86, 1.00)
C (-2.24, -3.73, 1.83)
C (-1.72, -2.58, 1.32)
F (-1.68, -1.46, 2.11)
H (3.31, -3.17, -0.81)
H (2.84, -3.06, -2.51)
H (1.68, -3.66, -1.33)
H (1.65, -1.45, -0.22)
H (3.65, -0.60, -2.35)
H (3.90, -0.68, -0.60)
H (2.81, 0.53, -1.27)
H (2.14, -1.14, -3.90)
H (0.34, -0.55, -5.49)
H (-1.94, -0.15, -4.65)
H (-3.37, 0.13, -3.10)
H (-3.39, -1.84, -0.77)
H (-3.72, -2.25, -2.45)
H (-4.77, -1.12, -1.58)
H (-2.70, 0.57, -0.16)
H (-3.98, 1.29, -1.12)
H (-2.30, 1.72, -1.44)
H (-0.92, -3.51, -1.81)
H (-1.82, -5.62, -0.94)
H (-2.68, -5.79, 1.37)
H (-2.61, -3.74, 2.85)
N (1.25, -3.27, 2.00)
N (1.09, -1.92, 2.47)
H (2.17, -3.61, 2.23)
H (1.15, -3.26, 0.99)
H (1.97, -1.47, 2.66)
H (0.59, -1.97, 3.35)
O (-0.20, 6.72, 1.98)
C (1.12, 6.61, 2.15)
O (1.84, 7.57, 2.08)
C (1.62, 5.21, 2.34)
C (1.00, 4.35, 3.23)
C (1.37, 3.02, 3.30)
C (2.33, 2.51, 2.43)
S (2.55, 0.76, 2.27)
C (2.99, 3.39, 1.58)
C (2.66, 4.73, 1.55)
H (-0.59, 5.86, 1.74)
H (0.19, 4.71, 3.86)
H (0.86, 2.36, 3.99)
H (3.75, 3.01, 0.90)
H (3.15, 5.40, 0.85)

Frontier orbital gap ... 7.7 eV
Net charge ... -1
LUMO level ... 2.3 eV
E_HOMO ... -5.38 eV
ΔE to the lowest compared entry with this formula, charge and spin ... 0.3 kcal/mol

Results of the Löwdin charge analysis, in e, for atoms 1 through 6: 1.429 0.089 -0.567 -0.172 -0.567 0.075

---

Here is one molecule with the formula CH5BrSi in a non-equilibrium geometry from the OMol25 dataset. Energies are from ωB97M-V/def2-TZVPD.

Atoms and positions in Å:
C (0.03, -0.79, 0.51)
Si (0.81, 0.97, -0.78)
Br (2.77, 1.11, 0.20)
H (0.84, -1.41, 0.53)
H (-0.04, -0.16, 1.35)
H (-0.94, -1.32, 0.21)
H (0.18, 2.19, -0.50)
H (1.05, 0.33, -2.11)

Frontier orbital gap ... 10.3 eV
LUMO level ... 0.9 eV
E_HOMO ... -9.40 eV
ΔE to the lowest compared entry with this formula, charge and spin ... 28.7 kcal/mol
SMILES ... C[SiH2]Br

Results of the Löwdin charge analysis, in e, for atoms 1 through 6: -0.196 0.263 0.239 -0.067 -0.052 0.028

---

Here is an isolated ion of composition C5H13N2 and charge +1 in a non-equilibrium geometry from the OMol25 dataset. Energies are from ωB97M-V/def2-TZVPD.

Atoms and positions in Å:
C (2.40, -0.82, -0.21)
C (1.08, -0.93, -0.32)
C (-0.05, 0.17, 0.20)
N (-0.15, 0.28, 1.59)
N (0.81, 1.66, -0.44)
C (-1.40, 0.20, -0.49)
C (-2.13, -1.19, -0.11)
H (3.03, -1.71, -0.63)
H (2.99, -0.08, 0.21)
H (0.60, -1.87, -0.61)
H (0.61, 0.25, 2.18)
H (-0.78, 1.05, 1.87)
H (0.60, 1.64, -1.50)
H (0.49, 2.53, -0.07)
H (1.80, 1.54, -0.20)
H (-1.90, 0.98, 0.08)
H (-1.52, 0.42, -1.51)
H (-1.32, -1.84, -0.19)
H (-2.29, -1.03, 0.95)
H (-2.89, -1.26, -0.79)

Frontier orbital gap ... 11.5 eV
Net charge ... +1
LUMO level ... -3.2 eV
E_HOMO ... -14.71 eV
ΔE to the lowest compared entry with this formula, charge and spin ... 75.7 kcal/mol
SMILES ... C=C[C@@](N)([NH3+])CC

Results of the Löwdin charge analysis, in e, for atoms 1 through 6: 0.019 -0.061 -0.355 0.138 0.177 -0.160

---

Here is a 2-piece molecular cluster, C6H12NO overall in a non-equilibrium geometry from the OMol25 dataset. Energies are from ωB97M-V/def2-TZVPD.

Atoms and positions in Å:
C (2.11, 1.04, -0.17)
C (1.93, -0.30, -0.23)
C (-0.73, 0.80, 0.79)
C (-1.60, 1.55, -0.20)
C (-1.46, -1.66, 0.25)
C (1.05, -0.97, -1.06)
N (-0.80, -0.40, -0.11)
O (-1.42, 0.36, -1.12)
H (2.75, 1.48, 0.51)
H (1.83, 1.74, -1.11)
H (2.43, -0.82, 0.61)
H (0.27, 0.92, 1.10)
H (-1.28, 0.69, 1.70)
H (-2.61, 1.37, 0.04)
H (-1.54, 2.53, -0.72)
H (-2.31, -1.53, 0.86)
H (-1.58, -2.18, -0.70)
H (-0.88, -2.24, 0.87)
H (1.05, -2.11, -1.20)
H (0.87, -0.47, -2.01)

Frontier orbital gap (spin up / spin down) ... 8.6 / 8.6 eV
Net charge ... +1
LUMO level (spin up / spin down) ... -5.2 / -5.2 eV
E_HOMO (spin up / spin down) ... -13.81 / -13.81 eV
ΔE to the lowest compared entry with this formula, charge and spin ... 127.7 kcal/mol

Results of the Löwdin charge analysis, in e, for atoms 1 through 6: 0.077 -0.232 -0.054 -0.012 0.015 0.096

---

Here is C2H8N4O2Tl as an isolated structure in a non-equilibrium geometry from the OMol25 dataset. Energies are from ωB97M-V/def2-TZVPD.

Atoms and positions in Å:
Tl (11.91, -34.68, 12.40)
C (11.69, -30.50, 12.03)
O (11.60, -31.69, 11.76)
N (12.73, -29.94, 12.74)
N (10.80, -29.59, 11.54)
H (13.42, -30.57, 13.14)
H (12.83, -28.93, 12.71)
H (10.03, -29.92, 10.97)
H (11.07, -28.61, 11.43)
C (11.11, -34.34, 16.50)
O (11.67, -34.63, 15.46)
N (9.81, -33.92, 16.63)
N (11.75, -34.40, 17.72)
H (9.28, -33.63, 15.82)
H (9.38, -33.79, 17.55)
H (12.74, -34.65, 17.77)
H (11.36, -33.85, 18.49)

Frontier orbital gap ... 2.3 eV
Net charge ... +3
LUMO level ... -18.5 eV
E_HOMO ... -20.74 eV
ΔE to the lowest compared entry with this formula, charge and spin ... 9.9 kcal/mol

Results of the Löwdin charge analysis, in e, for atoms 1 through 6: 1.170 -0.515 0.039 0.345 0.371 0.165

---

Here is C5H8O3 as an isolated structure in a non-equilibrium geometry from the OMol25 dataset. Energies are from ωB97M-V/def2-TZVPD.

Atoms and positions in Å:
C (-1.96, -0.32, -0.03)
C (-0.56, -0.90, 0.25)
C (1.50, -0.27, -0.65)
C (1.51, 1.22, -0.20)
C (1.41, 0.02, 0.71)
H (-2.94, 1.40, -0.54)
H (-1.85, -0.99, -1.18)
H (-2.77, -0.76, 0.66)
H (-0.54, -2.03, 0.62)
H (2.45, -0.91, -0.99)
H (0.72, 2.03, -0.35)
H (2.68, 1.61, -0.38)
H (2.01, -0.13, 1.65)
O (-2.01, 1.13, -0.01)
O (0.17, -0.87, -0.86)
O (0.17, -0.23, 1.31)

Frontier orbital gap ... 10.0 eV
LUMO level ... 0.7 eV
E_HOMO ... -9.25 eV
ΔE to the lowest compared entry with this formula, charge and spin ... 135.3 kcal/mol

Results of the Löwdin charge analysis, in e, for atoms 1 through 6: -0.183 -0.435 -0.184 0.007 -0.372 0.187

---

Here is an isolated ion of composition C3H3N2O and charge +1 in a non-equilibrium geometry from the OMol25 dataset. Energies are from ωB97M-V/def2-TZVPD.

Atoms and positions in Å:
C (0.02, -1.40, 2.11)
C (-1.17, -2.21, 0.55)
C (-0.01, -0.07, 0.03)
N (-0.49, -1.18, 0.80)
N (0.28, -1.44, 3.20)
O (-1.77, -3.13, 0.44)
H (1.00, -0.40, -0.36)
H (0.28, 0.83, 0.72)
H (-0.70, 0.45, -0.68)

Frontier orbital gap (spin up / spin down) ... 7.6 / 7.8 eV
Spin multiplicity ... 3
Net charge ... +1
LUMO level (spin up / spin down) ... -4.7 / -11.2 eV
<S²> ... 2.021
E_HOMO (spin up / spin down) ... -12.28 / -19.00 eV
ΔE to the lowest compared entry with this formula, charge and spin ... 80.3 kcal/mol

Results of the Löwdin charge analysis, in e, for atoms 1 through 6: -0.070 -0.210 0.058 0.027 0.365 0.363